A 2-piece molecular cluster, C2H8N2O overall. Source: the OMol25 dataset; level of theory: ωB97M-V/def2-TZVPD.

Atoms and positions in Å:
C: -5.93721 1.58168 -2.02311
O: -4.79567 0.72406 -1.82402
H: -5.98369 1.73654 -3.06620
H: -5.54386 2.49656 -1.54539
H: -6.99943 1.44432 -1.76847
N: 4.84877 -1.72280 3.04975
C: 4.84761 -0.93190 1.99763
N: 4.25464 -0.86296 0.72819
H: -5.20068 -0.13500 -1.95861
H: 5.62186 -1.80187 3.79098
H: 5.74603 -0.31992 2.20903
H: 4.82350 -0.33730 0.05809
H: 4.31813 -1.87141 0.35212

Summary:
* 2S+1: 2
* Kohn-Sham gap (alpha / beta): 1.243 / 6.820 eV
* net charge: -1
* expectation value of S²: 0.751
* F_max: 5.702 eV/Å
* E: -7227.3289 eV

These are the Mulliken partial charges, in e, on atoms 1 to 6: -0.90 -0.32 0.31 0.24 0.33 -0.23


C2H8N2O as an isolated structure. Source: the OMol25 dataset; level of theory: ωB97M-V/def2-TZVPD.

Atoms and positions in Å:
C: -2.24568 -0.21981 0.58945
N: -1.13887 0.41769 -0.12366
C: -0.00302 0.41537 0.56283
N: 1.12088 0.86063 0.11127
H: -2.55973 0.37876 1.44607
H: -3.01188 -0.41825 -0.15548
H: -1.99283 -1.17602 1.03657
H: -0.23915 -0.60589 -0.10892
H: -0.16698 0.50214 1.64076
H: 1.88528 0.76699 0.76709
H: 1.47526 0.20297 -0.74295
H: 1.75105 -1.67679 -1.67922
O: 2.07098 -1.02948 -1.03962

Summary:
* 2S+1: 1
* Kohn-Sham gap: 7.561 eV
* net charge: 0
* F_max: 5.975 eV/Å
* E: -7226.1360 eV

These are the Mulliken partial charges, in e, on atoms 1 to 6: -0.83 -0.37 -0.06 -0.42 0.36 0.31


A 2-piece molecular cluster, C2H8N2O overall. Source: the OMol25 dataset; level of theory: ωB97M-V/def2-TZVPD.

Atoms and positions in Å:
C: -0.04140 1.72185 -0.81977
N: 0.38807 0.58286 -1.53968
C: 1.14472 -0.27887 -1.00855
N: 1.78871 -0.02460 0.21853
H: 0.68784 2.52923 -0.64828
H: -0.82491 2.26264 -1.37526
H: -0.49539 1.47268 0.16062
H: 1.17209 -1.35385 -1.17616
H: 1.28200 0.68570 0.73317
H: 2.09854 -0.73812 0.84481
O: -2.68275 -1.68055 2.17452
H: -2.08888 -1.95428 2.90096
H: -2.32078 -2.35424 1.59415

Summary:
* 2S+1: 1
* Kohn-Sham gap: 9.694 eV
* net charge: 0
* SMILES string: C/N=C\N.O
* F_max: 2.825 eV/Å
* E: -7230.2898 eV

These are the Mulliken partial charges, in e, on atoms 1 to 6: -0.85 -0.47 0.18 -0.48 0.33 0.26


A 2-piece molecular cluster, C2H8N2O2 overall. Source: the OMol25 dataset; level of theory: ωB97M-V/def2-TZVPD.

Atoms and positions in Å:
N: 0.40419 -1.89772 0.26989
C: -0.58963 -0.98113 0.80705
N: -0.57870 0.23287 -0.00579
C: -1.71933 0.67136 -0.56943
O: -2.82602 0.04894 -0.53481
H: 0.25254 -2.84449 0.75996
H: 0.31807 -2.04093 -0.73170
H: -1.60253 -1.37278 0.70468
H: -0.28110 -0.55836 1.77405
H: 0.35481 0.54162 -0.24241
H: -1.67848 1.75038 -0.85677
O: 2.32433 1.95216 -0.56386
H: 3.17980 1.79365 -0.89676
H: 2.44204 2.70439 0.08590

Summary:
* 2S+1: 1
* Kohn-Sham gap: 9.817 eV
* net charge: 0
* SMILES string: NCNC=O.O
* F_max: 3.609 eV/Å
* E: -9278.5019 eV

These are the Mulliken partial charges, in e, on atoms 1 to 6: -0.62 -0.44 -0.08 0.08 -0.61 0.23